No. 1
Computed, not measured: a structure of composition C5H6CdO3 at a distorted geometry, with ωB97M-V/def2-TZVPD.

Structure (XYZ):
```
15
Properties=species:S:1:pos:R:3:mulliken_charge:R:1
O 1.912 -1.157 -2.248 -0.17
C 1.909 -0.768 -1.158 0.85
O 2.130 -0.753 0.015 -0.50
O -0.187 0.691 0.217 -0.56
C -1.418 0.647 -0.425 -0.24
C -2.398 -0.400 0.105 -0.39
C -3.590 -0.560 -0.814 -0.30
C -4.848 -0.445 -0.446 -0.49
Cd 0.993 0.070 1.464 1.18
H -1.197 0.424 -1.485 0.27
H -1.901 1.640 -0.379 0.25
H -2.740 -0.113 1.111 0.30
H -1.873 -1.367 0.179 0.23
H -3.360 -0.764 -1.869 0.27
H -5.425 -0.646 0.458 0.30
```

Computed properties:
Lowest unoccupied orbital energy (alpha / beta): -7.0 / -7.0 eV
⟨S²⟩: 0.7634
Total charge: +1
Calculated total energy: -587.10616 Ha
Relative energy (zero: lowest compared OMol25 entry of this formula, charge and spin): 49.08 kcal per mole
2S+1: 2
HOMO-LUMO gap (alpha / beta): 4.27 / 5.43 eV
HOMO level (alpha / beta): -11.30 / -12.45 eV

No. 2
Computed, not measured: a structure of composition C43H36MnN3O6, with ωB97M-V/def2-TZVPD.

Structure (XYZ):
```
89
Properties=species:S:1:pos:R:3:mulliken_charge:R:1
Mn -0.431 -0.355 -2.006 0.99
O 0.480 -3.397 -4.929 -0.71
C 0.419 -2.511 -4.093 0.04
N -0.666 -1.903 -3.543 -0.08
C -1.928 -2.339 -3.820 -0.13
O -2.287 -3.348 -4.402 -0.72
C -3.002 -1.396 -3.298 0.57
C -4.339 -1.724 -3.478 -0.61
C -5.302 -0.845 -3.014 -0.29
C -4.907 0.329 -2.390 -0.84
C -3.554 0.580 -2.246 -0.32
N -2.627 -0.265 -2.696 -0.06
C 1.727 -1.937 -3.570 0.63
C 2.928 -2.570 -3.863 -0.60
C 4.096 -2.032 -3.356 -0.37
C 4.040 -0.871 -2.595 -0.73
C 2.804 -0.296 -2.363 -0.13
N 1.677 -0.826 -2.835 -0.05
H -4.582 -2.654 -3.972 0.50
H -6.353 -1.075 -3.137 0.41
H -5.625 1.040 -2.005 0.45
H -3.188 1.474 -1.756 0.70
H 2.909 -3.464 -4.469 0.51
H 5.046 -2.514 -3.548 0.39
H 4.932 -0.422 -2.182 0.45
H 2.681 0.612 -1.782 0.35
C 3.376 1.668 2.402 -1.90
C 1.983 1.139 2.753 1.37
C 1.761 1.197 4.251 -1.77
O 0.960 1.858 2.101 -0.16
C 0.948 1.343 0.773 -1.40
C 1.213 -0.200 1.000 -0.05
O 1.833 -0.196 2.299 -0.10
C 0.225 -1.412 0.885 1.87
O -0.551 -1.268 -0.234 -0.46
C 1.152 -2.652 0.756 -0.37
C 2.001 -3.062 1.781 -0.32
C 2.833 -4.158 1.611 -0.87
C 2.825 -4.870 0.419 -0.58
C 1.966 -4.481 -0.598 -0.62
C 1.135 -3.382 -0.426 -0.37
C -0.699 -1.662 2.092 -0.14
C -0.947 -0.754 3.111 0.49
C -1.875 -1.034 4.108 -0.87
C -2.571 -2.231 4.103 -0.75
C -2.341 -3.144 3.079 -0.70
C -1.418 -2.858 2.089 -0.92
C -0.052 2.108 -0.164 3.50
O 0.009 1.523 -1.407 -1.33
C 0.566 3.531 -0.234 -0.25
C 1.173 3.938 -1.415 -0.37
C 1.782 5.184 -1.514 -0.91
C 1.789 6.046 -0.429 -0.50
C 1.174 5.653 0.753 -1.05
C 0.568 4.410 0.849 0.19
C -1.513 2.223 0.302 -0.43
C -2.246 3.397 0.128 -0.14
C -3.601 3.448 0.435 -0.91
C -4.250 2.329 0.934 -0.76
C -3.537 1.148 1.089 -0.98
C -2.192 1.098 0.756 0.09
H 3.435 2.736 2.616 0.37
H 3.620 1.505 1.354 0.31
H 4.119 1.141 3.001 0.48
H 2.009 2.191 4.624 0.42
H 2.403 0.467 4.744 0.38
H 0.724 0.979 4.493 0.34
H 1.889 1.643 0.293 0.38
H 1.983 -0.446 0.258 0.19
H 2.007 -2.519 2.716 0.44
H 3.491 -4.462 2.418 0.40
H 3.474 -5.728 0.289 0.38
H 1.933 -5.036 -1.528 0.47
H 0.443 -3.078 -1.200 0.44
H -0.452 0.205 3.100 0.34
H -2.058 -0.298 4.883 0.45
H -3.292 -2.449 4.881 0.37
H -2.887 -4.079 3.052 0.41
H -1.254 -3.564 1.284 0.39
H 1.143 3.254 -2.251 0.34
H 2.248 5.481 -2.446 0.43
H 2.262 7.018 -0.502 0.38
H 1.162 6.321 1.607 0.39
H 0.086 4.118 1.772 0.48
H -1.761 4.283 -0.257 0.41
H -4.147 4.372 0.290 0.38
H -5.304 2.373 1.183 0.40
H -4.024 0.251 1.454 0.51
H -1.678 0.155 0.783 0.41
```

Computed properties:
Lowest unoccupied orbital energy (alpha / beta): 2.6 / 2.6 eV
⟨S²⟩: 8.7551
Total charge: -1
Calculated total energy: -3427.09667 Ha
Relative energy (zero: lowest compared OMol25 entry of this formula, charge and spin): 0.00 kcal per mole
2S+1: 6
HOMO-LUMO gap (alpha / beta): 7.24 / 8.36 eV
HOMO level (alpha / beta): -4.69 / -5.80 eV

No. 3
Computed, not measured: an isolated molecule of C5H7NO3 at a distorted geometry, with ωB97M-V/def2-TZVPD.

Structure (XYZ):
```
16
Properties=species:S:1:pos:R:3:mulliken_charge:R:1
C -1.926 -1.485 0.479 -0.71
C -0.286 -0.235 -0.465 0.49
C 1.868 -0.226 -0.155 0.20
C 1.494 1.033 0.079 -0.60
C 0.083 1.052 -0.160 0.47
H -1.179 -2.218 0.749 0.33
H -2.176 -0.746 1.286 0.27
H -2.842 -1.963 0.150 0.25
H 3.261 -1.518 -0.631 0.34
H 2.153 1.807 0.501 0.37
H -1.620 2.047 -0.494 0.24
H -0.391 3.028 -0.268 0.26
N -0.759 2.136 0.003 -0.57
O -1.493 -0.794 -0.715 -0.46
O 0.796 -0.993 -0.444 -0.35
O 3.017 -0.924 0.086 -0.52
```

Computed properties:
Lowest unoccupied orbital energy: 0.8 eV
Total charge: 0
SMILES: COc1oc(O)cc1N
Calculated total energy: -475.14573 Ha
Relative energy (zero: lowest compared OMol25 entry of this formula, charge and spin): 64.80 kcal per mole
HOMO-LUMO gap: 8.21 eV
HOMO level: -7.41 eV

No. 4
Computed, not measured: a cluster of 11 separate species, C20H60NO23 in total at a distorted geometry, with ωB97M-V/def2-TZVPD.

Structure (XYZ):
```
104
Properties=species:S:1:pos:R:3:mulliken_charge:R:1
N 9.183 8.201 6.792 0.99
O 8.519 7.781 5.830 -0.68
O 10.381 8.297 6.753 -0.67
O 8.568 8.496 7.783 -0.65
C 2.648 3.719 2.830 -0.32
C 3.893 4.167 3.542 -0.33
O 3.949 5.531 3.672 -0.53
O 2.779 2.389 2.353 -0.52
H 2.671 4.433 2.007 0.26
H 1.775 3.901 3.457 0.26
H 4.856 3.810 3.177 0.32
H 3.833 3.687 4.519 0.23
H 4.801 5.792 4.028 0.32
H 2.768 1.739 3.060 0.31
C 15.864 7.596 2.022 -0.40
C 15.541 7.361 3.559 -0.36
O 15.548 5.957 3.903 -0.52
O 17.180 7.464 1.677 -0.52
H 15.385 8.552 1.808 0.31
H 15.362 6.884 1.367 0.26
H 14.585 7.776 3.877 0.36
H 16.351 7.859 4.092 0.23
H 14.606 5.817 4.018 0.31
H 17.266 6.526 1.494 0.34
C 12.831 6.605 12.579 -0.26
C 12.252 5.912 11.291 -0.36
O 13.019 6.083 10.116 -0.53
O 11.757 6.976 13.419 -0.49
H 13.318 7.549 12.333 0.32
H 13.486 5.863 13.036 0.17
H 11.245 6.296 11.125 0.28
H 12.063 4.872 11.556 0.24
H 12.805 6.840 9.566 0.32
H 11.947 7.895 13.619 0.31
C 4.738 13.528 7.850 -0.28
C 4.837 13.054 6.391 -0.56
O 4.787 14.168 5.392 -0.53
O 5.853 14.192 8.390 -0.50
H 4.502 12.733 8.557 0.31
H 3.881 14.202 7.849 0.24
H 4.003 12.510 5.947 0.33
H 5.663 12.347 6.324 0.38
H 5.406 13.982 4.682 0.30
H 6.247 14.640 7.639 0.31
C 11.938 13.200 9.476 -0.35
C 13.158 12.334 10.020 -0.33
O 14.406 12.952 9.670 -0.53
O 12.160 14.486 10.016 -0.55
H 11.021 12.674 9.740 0.32
H 11.891 13.266 8.389 0.22
H 13.082 11.345 9.569 0.33
H 13.103 12.145 11.092 0.24
H 14.445 13.724 10.240 0.31
H 12.735 14.912 9.376 0.32
C 8.402 1.104 8.204 -0.30
C 9.397 1.856 7.311 -0.55
O 9.649 1.309 6.032 -0.52
O 7.117 0.959 7.637 -0.52
H 8.391 1.582 9.184 0.28
H 8.727 0.079 8.383 0.24
H 10.356 1.996 7.810 0.37
H 9.051 2.882 7.192 0.36
H 10.195 1.928 5.542 0.30
H 7.153 1.150 6.697 0.32
C 10.431 4.376 1.172 -0.20
C 11.225 3.296 0.394 -0.51
O 10.752 2.006 0.670 -0.52
O 10.805 4.371 2.511 -0.53
H 9.380 4.138 1.009 0.26
H 10.757 5.352 0.813 0.29
H 12.263 3.284 0.725 0.27
H 11.115 3.426 -0.683 0.32
H 9.907 1.847 0.242 0.30
H 10.272 4.953 3.056 0.31
C 10.441 11.743 2.747 -0.20
C 9.251 11.680 1.845 -0.45
O 8.411 12.866 2.038 -0.53
O 11.245 12.897 2.680 -0.54
H 10.975 10.797 2.660 0.30
H 10.084 11.595 3.767 0.26
H 8.555 10.871 2.065 0.30
H 9.554 11.677 0.798 0.26
H 8.919 13.566 1.622 0.29
H 12.075 12.836 3.159 0.31
C 4.279 5.176 10.423 -0.36
C 2.947 4.510 10.863 -0.44
O 2.783 4.349 12.257 -0.52
O 4.539 6.402 11.006 -0.51
H 4.151 5.312 9.349 0.29
H 5.094 4.459 10.525 0.28
H 2.662 3.582 10.368 0.36
H 2.201 5.260 10.600 0.25
H 1.993 3.808 12.328 0.31
H 5.193 6.819 10.440 0.33
C 7.736 11.466 13.830 -0.13
C 7.895 12.948 14.036 -0.57
O 6.732 13.555 13.700 -0.48
O 6.829 10.849 14.705 -0.49
H 8.699 10.997 14.032 0.19
H 7.495 11.162 12.811 0.26
H 8.616 13.433 13.377 0.32
H 8.151 13.292 15.038 0.27
H 6.800 13.773 12.768 0.32
H 6.817 11.360 15.518 0.30
```

Computed properties:
Lowest unoccupied orbital energy: 1.9 eV
Total charge: -1
Calculated total energy: -2582.90981 Ha
Relative energy (zero: lowest compared OMol25 entry of this formula, charge and spin): 95.83 kcal per mole
HOMO-LUMO gap: 6.71 eV
HOMO level: -4.86 eV

No. 5
Computed, not measured: a cluster of 3 separate species, C3H14N2O3 in total at a distorted geometry, with ωB97M-V/def2-TZVPD.

Structure (XYZ):
```
22
Properties=species:S:1:pos:R:3:mulliken_charge:R:1
C 1.309 -0.083 -0.126 -0.13
C 1.543 0.949 0.982 -0.63
O 0.462 0.746 1.927 -0.66
N 0.957 -1.403 0.343 -0.44
C 0.235 -2.135 -0.768 -0.63
N -1.200 -1.836 -0.737 -0.68
H 2.171 -0.081 -0.845 0.36
H 0.486 0.294 -0.732 0.19
H 2.435 0.748 1.595 0.26
H 1.597 1.993 0.688 0.35
H 0.203 -0.177 2.012 0.37
H 1.803 -1.956 0.471 0.23
H 0.486 -3.176 -0.584 0.36
H 0.608 -1.807 -1.735 0.37
H -1.282 -1.464 0.208 0.31
H -1.391 -1.070 -1.376 0.35
H -2.119 1.946 1.300 0.29
H -0.632 1.561 1.257 0.47
O -1.306 2.217 0.847 -0.76
H -2.776 1.301 -1.883 0.29
H -1.773 2.048 -1.061 0.35
O -1.816 1.386 -1.783 -0.63
```

Computed properties:
Lowest unoccupied orbital energy: 0.8 eV
Total charge: 0
SMILES: NCNCCO.O.O
Calculated total energy: -457.90394 Ha
Relative energy (zero: lowest compared OMol25 entry of this formula, charge and spin): 22.07 kcal per mole
HOMO-LUMO gap: 10.38 eV
HOMO level: -9.57 eV

Question: The highest relative energy (zero: lowest compared OMol25 entry of this formula, charge and spin) belongs to which entry?
Answer: C20H60NO23